{
  "formula": "C36H96B3F12N6O12",
  "method": "wB97M-V/def2-TZVPD",
  "total_charge": 3,
  "gap_ev": 7.01,
  "de_lowest_kcal_mol": 258.76,
  "species": ["C", "O", "C", "C", "N", "H", "H", "C", "C", "O", "C", "H", "H", "H", "H", "H", "H", "H", "H", "H", "H", "H", "H", "H", "H", "C", "O", "C", "C", "N", "H", "H", "C", "C", "O", "C", "H", "H", "H", "H", "H", "H", "H", "H", "H", "H", "H", "H", "H", "H", "C", "O", "C", "C", "N", "H", "H", "C", "C", "O", "C", "H", "H", "H", "H", "H", "H", "H", "H", "H", "H", "H", "H", "H", "H", "C", "O", "C", "C", "N", "H", "H", "C", "C", "O", "C", "H", "H", "H", "H", "H", "H", "H", "H", "H", "H", "H", "H", "H", "H", "C", "O", "C", "C", "N", "H", "H", "C", "C", "O", "C", "H", "H", "H", "H", "H", "H", "H", "H", "H", "H", "H", "H", "H", "H", "C", "O", "C", "C", "N", "H", "H", "C", "C", "O", "C", "H", "H", "H", "H", "H", "H", "H", "H", "H", "H", "H", "H", "H", "H", "B", "F", "F", "F", "F", "B", "F", "F", "F", "F", "B", "F", "F", "F", "F"],
  "coordinates": [[26.797, 14.726, 2.125], [27.007, 16.020, 1.516], [26.231, 16.301, 0.361], [26.811, 17.544, -0.340], [28.326, 17.309, -0.540], [28.617, 16.940, 0.354], [28.396, 16.495, -1.135], [29.249, 18.466, -1.047], [29.176, 19.589, -0.028], [27.905, 20.417, 0.000], [27.645, 21.117, -1.163], [27.070, 13.890, 1.481], [25.739, 14.638, 2.373], [27.499, 14.616, 2.952], [25.209, 16.484, 0.694], [26.094, 15.529, -0.396], [26.616, 18.384, 0.325], [26.411, 17.744, -1.334], [29.081, 18.656, -2.107], [30.220, 17.970, -1.020], [30.037, 20.197, -0.306], [29.353, 19.018, 0.883], [28.530, 21.688, -1.445], [26.905, 21.840, -0.818], [27.231, 20.470, -1.936], [21.633, 17.328, 4.970], [20.628, 17.473, 3.908], [19.595, 18.205, 4.436], [18.380, 18.000, 3.519], [18.626, 18.293, 2.018], [18.833, 19.228, 1.699], [19.449, 17.811, 1.684], [17.618, 17.630, 1.019], [17.742, 16.110, 1.071], [19.155, 15.749, 1.027], [19.378, 14.387, 1.157], [22.150, 18.221, 5.321], [22.416, 16.792, 4.434], [21.285, 16.827, 5.873], [19.844, 19.264, 4.500], [19.288, 17.849, 5.420], [17.534, 18.644, 3.758], [18.152, 16.940, 3.631], [17.837, 17.851, -0.026], [16.649, 17.963, 1.390], [17.064, 15.545, 0.431], [17.390, 15.836, 2.065], [18.768, 13.695, 0.577], [19.353, 13.957, 2.159], [20.329, 14.067, 0.731], [19.002, 6.716, -5.588], [18.213, 5.895, -4.812], [17.328, 5.015, -5.461], [16.615, 4.078, -4.450], [16.363, 4.656, -3.020], [17.224, 5.170, -2.904], [15.622, 5.340, -2.966], [16.123, 3.734, -1.823], [14.999, 2.662, -2.114], [15.537, 1.683, -2.993], [14.938, 0.416, -2.947], [18.340, 7.223, -6.290], [19.923, 6.277, -5.973], [19.232, 7.593, -4.984], [17.923, 4.384, -6.121], [16.592, 5.557, -6.055], [17.231, 3.179, -4.447], [15.559, 3.949, -4.689], [16.028, 4.439, -0.997], [17.088, 3.270, -1.621], [14.139, 3.109, -2.612], [14.726, 2.317, -1.117], [13.857, 0.442, -3.083], [15.157, -0.061, -1.992], [15.410, -0.203, -3.710], [15.984, 10.319, 7.949], [14.624, 10.044, 7.541], [14.366, 10.768, 6.356], [13.056, 10.305, 5.710], [13.124, 8.791, 5.664], [13.978, 8.531, 5.190], [13.297, 8.398, 6.579], [11.954, 7.981, 5.126], [10.697, 8.291, 5.984], [10.275, 9.611, 6.019], [9.351, 9.958, 4.997], [16.614, 9.900, 7.164], [16.173, 10.007, 8.977], [16.129, 11.399, 7.942], [15.160, 10.495, 5.661], [14.321, 11.853, 6.453], [12.870, 10.840, 4.779], [12.403, 10.725, 6.475], [12.241, 6.930, 5.105], [11.752, 8.024, 4.056], [10.810, 8.003, 7.029], [9.885, 7.673, 5.601], [8.360, 9.507, 5.052], [9.671, 9.548, 4.039], [9.357, 11.041, 5.120], [24.992, 2.481, -2.841], [25.638, 3.618, -2.312], [25.233, 4.872, -2.773], [26.413, 5.856, -2.493], [26.647, 6.128, -0.992], [27.009, 7.047, -0.781], [25.681, 6.215, -0.714], [27.451, 4.974, -0.256], [28.968, 5.096, -0.556], [29.612, 6.346, -0.437], [29.527, 6.901, 0.874], [25.301, 2.338, -3.876], [23.911, 2.524, -2.702], [25.211, 1.539, -2.340], [24.390, 5.130, -2.133], [24.956, 4.994, -3.820], [25.997, 6.850, -2.657], [27.323, 5.853, -3.094], [27.088, 4.023, -0.646], [27.183, 4.982, 0.800], [29.175, 4.702, -1.551], [29.500, 4.364, 0.051], [28.607, 6.936, 1.457], [29.938, 7.910, 0.846], [30.108, 6.333, 1.601], [22.404, 3.402, 9.526], [21.581, 3.872, 8.411], [22.366, 4.149, 7.289], [22.518, 2.827, 6.523], [21.156, 2.230, 6.030], [20.443, 2.168, 6.744], [20.832, 2.833, 5.287], [21.419, 0.817, 5.483], [20.786, 0.599, 4.172], [20.965, -0.830, 3.987], [20.358, -1.290, 2.836], [22.918, 4.227, 10.018], [23.134, 2.674, 9.171], [21.797, 2.866, 10.256], [23.388, 4.455, 7.511], [22.048, 4.992, 6.676], [22.860, 1.990, 7.132], [23.162, 2.726, 5.649], [21.009, 0.299, 6.350], [22.449, 0.469, 5.397], [21.179, 1.135, 3.308], [19.699, 0.674, 4.218], [20.031, -0.656, 2.012], [19.380, -1.703, 3.083], [21.046, -1.997, 2.370], [21.056, 6.913, 2.006], [20.291, 6.954, 3.091], [22.141, 7.743, 2.142], [21.582, 5.615, 1.957], [20.466, 7.171, 0.799], [13.212, 9.618, -0.888], [13.692, 9.863, -2.140], [12.468, 8.508, -1.027], [14.422, 9.463, -0.115], [12.446, 10.706, -0.508], [15.506, 2.337, 7.078], [15.848, 3.080, 6.021], [14.244, 2.606, 7.490], [15.553, 1.031, 6.642], [16.477, 2.506, 8.070]],
  "atomic_forces_ev_per_a": [[0.1, 0.2, -0.5], [0.7, -0.5, -0.8], [-0.5, 0.2, -0.1], [0.3, -0.1, 0.6], [-1.3, 0.7, -0.4], [0.5, 0.2, 0.8], [0.1, -0.2, -0.6], [-1.0, -1.5, 0.4], [-1.3, 0.7, -1.4], [2.9, -3.3, 1.7], [-0.1, 1.0, 0.1], [-0.1, 0.1, -0.6], [0.1, -0.1, 0.5], [-0.5, 0.5, 0.3], [-0.2, 0.5, -0.1], [0.7, -0.8, 0.2], [0.7, 0.3, -0.3], [-0.2, -0.1, 0.2], [-0.6, 0.2, 0.2], [0.3, 0.4, 0.2], [-0.1, 0.5, 0.6], [-0.4, 1.1, 0.7], [0.0, -0.1, -0.6], [-0.2, 0.1, -0.6], [0.1, 0.2, -0.4], [1.0, -0.6, -1.5], [1.5, -0.2, 1.7], [-1.6, 1.1, -1.1], [0.1, 0.5, -0.5], [0.1, -2.1, -1.3], [-0.6, 0.8, 0.7], [1.1, -0.7, 0.6], [-0.1, -0.5, 0.5], [0.9, -0.3, 2.5], [-1.6, 1.2, -0.7], [0.7, -2.5, -0.3], [-0.6, 0.7, -0.4], [0.0, -0.5, 0.5], [-0.4, -0.4, -0.4], [0.1, 0.2, 0.2], [-0.1, 0.0, 0.2], [0.0, -0.2, 0.3], [-0.3, 0.2, -0.6], [0.1, 1.2, 0.3], [-0.1, -0.1, -0.7], [0.4, 0.4, -0.8], [-0.1, -0.4, 0.3], [-1.0, 0.6, -0.3], [-0.1, 0.6, 0.5], [0.5, 0.9, 0.2], [-0.5, 2.0, -0.2], [-0.8, -1.4, 2.0], [0.0, 0.4, 0.2], [-1.1, 0.6, 0.4], [1.6, -0.5, -0.6], [0.4, 0.6, 0.7], [-0.4, 0.4, -0.7], [0.4, -0.5, -1.2], [1.4, 1.0, 0.0], [0.5, 1.1, 0.4], [0.0, -0.7, 0.4], [0.3, -0.4, -1.1], [-0.3, -0.2, -0.3], [0.6, -0.3, 0.5], [-0.3, -0.3, -0.2], [0.0, 0.2, -0.1], [-0.7, -0.2, 0.9], [0.5, -0.9, -1.0], [-0.9, -0.2, 0.1], [-0.2, -0.5, -0.2], [-0.2, 0.3, 0.3], [-0.2, -0.5, -0.1], [-0.1, 0.1, -0.2], [-0.1, -0.1, 0.2], [-0.2, 0.2, -0.1], [-0.7, 0.5, -0.4], [-0.2, 0.6, 0.3], [0.6, -1.2, -1.4], [0.9, 0.9, 2.3], [-1.1, 0.1, -1.2], [0.4, 0.0, -0.7], [0.0, 0.4, 0.9], [-0.8, 0.0, 0.1], [-0.2, -1.1, 0.0], [0.0, 0.0, -0.1], [0.4, 0.1, -0.1], [0.5, -0.3, 0.5], [-0.1, -0.6, -0.4], [0.1, 0.2, 0.0], [0.5, 0.4, -0.3], [0.1, 0.1, 0.3], [0.0, -0.8, -0.2], [-1.1, -1.1, -0.4], [0.1, -0.1, 1.1], [0.3, 1.5, -0.1], [0.5, -0.2, 0.0], [0.0, -0.4, -0.1], [-0.2, 0.1, 1.0], [0.5, 0.7, -0.4], [-0.6, -0.1, -0.9], [-0.6, -0.6, -0.5], [0.9, -0.9, 0.1], [1.4, 0.4, 1.4], [-1.2, 2.2, 0.3], [0.4, -2.9, -0.2], [0.9, 0.2, -0.3], [-0.4, -0.5, 1.0], [0.0, 1.1, -0.2], [0.2, -0.6, -0.1], [-1.7, 0.3, 0.5], [1.1, 0.1, 0.9], [-0.4, 0.1, -0.2], [-0.2, 0.5, -0.5], [0.8, 0.5, 0.5], [-0.4, 0.7, -0.2], [0.1, -0.4, -0.2], [-0.2, 0.1, -1.1], [0.0, -0.8, 0.4], [-0.1, 0.3, -0.3], [0.1, 0.5, 0.0], [-0.2, 0.5, -0.3], [-0.3, -0.2, 0.6], [-1.0, 0.0, -1.0], [0.0, -0.1, -0.2], [0.7, -0.3, -0.3], [-0.4, -0.1, -0.5], [0.5, 0.1, 1.0], [1.0, -1.0, -0.7], [-1.2, -1.2, -0.3], [2.7, 0.3, -1.1], [-0.2, 0.4, 0.5], [-0.5, 0.3, -0.2], [-0.4, 0.8, 1.8], [-1.7, -2.7, -0.4], [1.0, 2.1, 0.3], [-1.0, -1.5, -1.2], [-0.1, 0.1, -0.1], [0.2, 0.1, -0.1], [-0.3, 0.3, -0.2], [0.3, -0.1, 0.5], [-0.9, -0.2, 0.0], [0.2, 0.5, 0.6], [-0.1, 0.8, -0.2], [-0.3, -1.1, -0.8], [0.4, 1.0, 0.3], [0.3, 0.4, 0.2], [-0.2, 0.9, 0.0], [0.8, 1.3, 0.2], [0.1, -0.8, 0.2], [-0.4, -0.4, 0.1], [1.6, -1.1, -0.9], [-2.2, 0.7, 2.0], [1.5, 1.6, 0.2], [0.6, -1.8, -0.3], [-1.2, 0.4, -1.1], [1.5, 1.1, -0.5], [1.0, 0.8, -2.4], [-1.3, -2.3, 1.1], [-0.8, -0.2, 0.9], [-0.3, 0.5, 1.1], [0.5, -1.5, 0.6], [0.8, 2.5, -2.5], [-1.6, 0.8, 1.0], [0.1, -2.0, -0.2], [0.4, 0.3, 1.0]]
}